ORCA calculation (ωB97M-V/def2-TZVPD) on the molecule C3H5NS.

Computed properties:
energy above the lowest of the compared OMol25 structures with the same formula, charge and spin	50.8	kcal/mol
HOMO-LUMO gap	9.61	eV
HOMO energy	-8.7128	eV
total energy	-570.1536	Eh
net charge	0

XYZ file:
```
10
C3H5NS (ωB97M-V/def2-TZVPD)
C -1.688 -1.354 -0.017
N -0.442 -1.485 -0.025
C 0.520 -0.426 0.015
C 0.066 1.088 -0.071
S -1.895 0.572 0.040
H -2.321 -2.126 -0.057
H 0.791 -0.396 1.148
H 1.260 -0.616 -0.720
H -0.002 1.742 -1.024
H 0.400 1.615 0.887
```

ORCA calculation (ωB97M-V/def2-TZVPD) on the molecule C5H12N2O.

Computed properties:
energy above the lowest of the compared OMol25 structures with the same formula, charge and spin	19.6	kcal/mol
HOMO-LUMO gap	10.49	eV
HOMO energy	-9.5732	eV
total energy	-382.4713	Eh
net charge	0

XYZ file:
```
20
C5H12N2O (ωB97M-V/def2-TZVPD)
C 0.253 2.130 1.220
C 0.442 0.611 1.063
C -0.655 -0.041 0.175
C -1.637 -0.713 1.098
N 0.054 -1.005 -0.696
C 0.868 -0.551 -1.711
N 1.249 -1.599 -2.572
O 1.148 0.615 -1.799
H 1.094 2.600 0.701
H -0.772 2.421 0.985
H 0.400 2.515 2.233
H 0.539 0.169 2.064
H 1.401 0.346 0.623
H -1.183 0.687 -0.452
H -1.269 -1.741 1.291
H -2.629 -0.916 0.706
H -1.690 -0.306 2.095
H -0.202 -1.975 -0.722
H 2.106 -1.447 -3.099
H 0.485 -1.803 -3.204
```

ORCA calculation (ωB97M-V/def2-TZVPD) on a structure of composition C3H6N2OS.

Computed properties:
energy above the lowest of the compared OMol25 structures with the same formula, charge and spin	151.1	kcal/mol
HOMO-LUMO gap	8.41	eV
HOMO energy	-8.9109	eV
total energy	-700.6483	Eh
net charge	0

XYZ file:
```
13
C3H6N2OS (ωB97M-V/def2-TZVPD)
C -0.296 0.282 0.422
C 1.245 0.762 0.420
C -0.536 -1.097 0.138
H -2.068 1.155 -0.477
H -0.934 1.078 -1.803
H -0.924 0.425 1.422
H 1.640 1.007 1.461
H 1.282 1.774 0.165
H 0.360 -2.566 -0.998
N -1.042 1.167 -0.529
N 0.814 -1.782 0.281
O -1.648 -1.644 -0.103
S 2.107 -0.562 -0.399
```

ORCA calculation (ωB97M-V/def2-TZVPD) on a structure of composition C53H49N6O2OsPSe2.

Computed properties:
HOMO-LUMO gap (spin up / spin down)	6.63 / 6.62	eV
HOMO energy (spin up / spin down)	-12.4918 / -12.4187	eV
total energy	-7762.5055	Eh
net charge	+2

XYZ file:
```
114
C53H49N6O2OsPSe2 (ωB97M-V/def2-TZVPD)
Os 0.315 -0.179 -0.285
C -4.514 -2.754 1.293
N -3.237 -2.615 0.608
C -2.386 -1.569 0.682
N -1.324 -1.778 -0.098
C -1.516 -3.004 -0.701
C -2.706 -3.535 -0.248
C -3.353 -4.794 -0.643
C -3.686 -5.767 0.299
C -4.251 -6.965 -0.110
C -4.500 -7.192 -1.456
C -4.168 -6.228 -2.397
C -3.592 -5.034 -1.995
C -0.604 -3.690 -1.627
C -0.211 -3.100 -2.819
C 0.608 -3.786 -3.704
C 1.034 -5.070 -3.405
C 0.626 -5.675 -2.224
C -0.189 -4.991 -1.339
P -2.686 -0.190 1.822
C -1.043 -0.167 2.596
N 0.106 -0.099 1.947
C 1.108 -0.048 2.875
C 0.545 -0.142 4.132
N -0.814 -0.201 3.929
C -1.824 -0.239 4.976
C 1.175 -0.081 5.458
C 2.027 0.985 5.751
C 2.633 1.075 6.992
C 2.403 0.100 7.953
C 1.565 -0.967 7.665
C 0.949 -1.057 6.427
C 2.508 0.082 2.459
C 2.817 0.895 1.363
C 4.133 1.063 0.960
C 5.148 0.384 1.618
C 4.849 -0.425 2.705
C 3.540 -0.565 3.136
C -2.352 1.182 0.676
N -1.314 1.324 -0.150
C -1.416 2.573 -0.709
C -2.546 3.188 -0.218
N -3.120 2.293 0.647
C -4.363 2.512 1.372
C -3.092 4.511 -0.550
C -3.303 4.851 -1.885
C -3.801 6.101 -2.212
C -4.082 7.023 -1.213
C -3.864 6.693 0.117
C -3.375 5.440 0.450
C -0.454 3.197 -1.631
C -0.261 2.707 -2.915
C 0.532 3.408 -3.813
C 1.146 4.589 -3.429
C 0.985 5.064 -2.135
C 0.184 4.375 -1.241
H -5.007 -1.790 1.375
H -5.143 -3.428 0.718
H -4.376 -3.169 2.291
H -3.483 -5.596 1.349
H -4.486 -7.725 0.622
H -4.952 -8.123 -1.770
H -4.355 -6.409 -3.447
H -3.335 -4.277 -2.725
H -0.612 -2.126 -3.076
H 0.902 -3.320 -4.636
H 1.670 -5.607 -4.097
H 0.939 -6.684 -1.991
H -0.506 -5.461 -0.417
H -1.427 0.238 5.868
H -2.714 0.293 4.651
H -2.098 -1.265 5.219
H 2.200 1.749 5.002
H 3.285 1.910 7.211
H 2.874 0.173 8.924
H 1.392 -1.734 8.407
H 0.308 -1.904 6.211
H 2.028 1.494 0.900
H 4.371 1.759 0.164
H 6.175 0.505 1.299
H 5.642 -0.943 3.227
H 3.313 -1.179 3.997
H -4.968 3.224 0.819
H -4.909 1.578 1.474
H -4.169 2.916 2.366
H -3.089 4.127 -2.662
H -3.972 6.358 -3.248
H -4.479 7.996 -1.469
H -4.070 7.412 0.898
H -3.189 5.192 1.489
H -0.773 1.805 -3.229
H 0.650 3.036 -4.823
H 1.736 5.150 -4.142
H 1.469 5.981 -1.826
H 0.040 4.748 -0.234
O 4.522 2.423 -2.157
C 3.809 1.970 -3.297
C 4.093 0.483 -3.527
C 5.570 0.288 -3.934
O 5.794 -1.089 -4.178
C 3.229 -0.076 -4.663
Se 1.370 -0.291 -4.119
C 3.887 -0.295 -2.233
Se 2.013 -0.852 -1.941
H 4.939 3.270 -2.331
H 4.081 2.532 -4.194
H 2.733 2.102 -3.129
H 6.213 0.649 -3.126
H 5.769 0.889 -4.828
H 6.627 -1.209 -4.643
H 3.613 -1.044 -4.968
H 3.221 0.594 -5.524
H 4.217 0.282 -1.377
H 4.425 -1.239 -2.272
```

ORCA calculation (ωB97M-V/def2-TZVPD) on the molecule C5H9N3.

Computed properties:
energy above the lowest of the compared OMol25 structures with the same formula, charge and spin	50.1	kcal/mol
HOMO-LUMO gap	7.90	eV
HOMO energy	-6.9243	eV
total energy	-360.1174	Eh
net charge	0

XYZ file:
```
17
C5H9N3 (ωB97M-V/def2-TZVPD)
C 2.307 -0.199 0.497
N 1.333 0.227 -0.571
N -0.009 -0.173 -0.364
C -0.487 -1.460 -0.364
C -1.788 -1.321 -0.008
C -2.153 -0.020 0.253
C -0.985 0.782 -0.045
N -0.842 2.102 -0.211
H 2.218 -1.286 0.810
H 3.295 0.005 0.152
H 2.117 0.235 1.467
H 1.589 0.001 -1.501
H 0.153 -2.265 -0.698
H -2.546 -2.134 0.010
H -3.062 0.358 0.683
H -1.151 2.706 0.570
H 0.010 2.443 -0.680
```

ORCA calculation (ωB97M-V/def2-TZVPD) on a structure of composition C23H47BrIrN7SSeSi2.

Computed properties:
energy above the lowest of the compared OMol25 structures with the same formula, charge and spin	11.0	kcal/mol
HOMO-LUMO gap (spin up / spin down)	7.84 / 7.08	eV
HOMO energy (spin up / spin down)	-16.4202 / -16.3725	eV
total energy	-7344.0261	Eh
net charge	+3
spin multiplicity	2

XYZ file:
```
83
C23H47BrIrN7SSeSi2 (ωB97M-V/def2-TZVPD)
Ir -1.946 1.414 -0.227
N -1.144 5.478 0.481
C -0.608 4.269 0.330
N -1.589 3.420 0.065
C -2.709 4.195 0.072
N -2.478 5.452 0.321
C -3.958 3.536 -0.232
C -5.179 4.183 -0.339
N -6.286 3.525 -0.649
C -6.172 2.223 -0.861
C -4.961 1.553 -0.752
N -3.843 2.204 -0.428
H -0.678 6.352 0.681
H 0.442 4.039 0.395
H -5.245 5.251 -0.171
H -7.070 1.682 -1.132
H -4.878 0.498 -0.935
C 2.779 1.943 2.619
C 3.557 2.039 1.296
C 5.045 1.715 1.558
C 3.495 3.505 0.846
Si 2.943 0.813 -0.030
Br 0.469 0.774 0.316
C 3.278 -1.034 0.341
C 3.169 -1.344 1.843
C 2.323 -2.010 -0.371
C 4.710 -1.350 -0.142
C 3.089 1.364 -1.838
C 2.646 0.262 -2.812
C 4.576 1.681 -2.109
C 2.247 2.612 -2.147
H 3.258 2.601 3.349
H 2.765 0.943 3.046
H 1.745 2.276 2.507
H 5.423 2.431 2.292
H 5.660 1.819 0.662
H 5.205 0.722 1.972
H 3.873 4.128 1.660
H 2.475 3.836 0.640
H 4.105 3.715 -0.031
H 2.176 -1.113 2.237
H 3.904 -0.819 2.448
H 3.353 -2.414 1.989
H 1.291 -1.887 -0.034
H 2.652 -3.024 -0.115
H 2.340 -1.927 -1.454
H 5.467 -0.704 0.301
H 4.800 -1.288 -1.226
H 4.953 -2.376 0.146
H 3.307 -0.604 -2.787
H 2.683 0.660 -3.829
H 1.621 -0.068 -2.626
H 5.231 0.832 -1.912
H 4.940 2.531 -1.533
H 4.689 1.936 -3.166
H 1.179 2.418 -2.025
H 2.408 2.888 -3.192
H 2.526 3.475 -1.545
C 0.260 -4.139 2.419
Si -0.646 -4.746 0.964
C 0.208 -5.165 -0.586
C -2.438 -5.073 1.062
Se -2.405 -0.933 -0.686
H 0.716 -5.004 2.920
H -0.394 -3.646 3.138
H 1.076 -3.475 2.125
H 0.138 -6.249 -0.742
H 1.259 -4.880 -0.580
H -0.296 -4.697 -1.435
H -2.574 -6.151 1.217
H -2.931 -4.824 0.121
H -2.908 -4.550 1.894
C -7.604 -3.062 -0.352
N -6.444 -2.470 0.322
C -5.333 -2.103 -0.284
N -5.196 -2.202 -1.594
S -4.038 -1.491 0.733
H -8.435 -3.067 0.346
H -7.396 -4.085 -0.665
H -7.892 -2.455 -1.210
H -6.456 -2.434 1.331
H -5.944 -2.537 -2.183
H -4.383 -1.794 -2.040
```